1.
Density functional theory data (ωB97M-V/def2-TZVPD) for C4H8N4 in the gas phase at a distorted geometry.

Structure (ORCA input):
```
! wB97M-V def2-TZVPD RIJCOSX def2/J DEFGRID3
* xyz 0 1
C 1.9938 -0.7774 -0.0141
C 1.7768 0.5724 -0.0661
N 0.6773 1.3526 -0.2775
N -0.7289 1.1593 -0.4091
C -1.4512 0.2858 0.4763
C -1.3370 -1.1408 -0.1867
N -0.0743 -1.1356 -0.7134
N 0.8797 -1.6092 0.0334
H 3.0398 -1.0594 0.3688
H 2.6657 1.0951 0.3811
H 0.9109 2.2575 -0.0854
H -1.0181 0.8074 -1.3466
H -2.4761 0.5645 0.7289
H -1.0350 0.4318 1.4000
H -1.7219 -1.7895 0.6946
H -2.1015 -1.0143 -0.9842
*
```

The total energy comes out at -10232.8163 eV. Its structure (SMILES) is C1=C\NNCC/N=N/1. The calculation puts the HOMO energy at -7.87 eV. For the energy above the lowest of the compared OMol25 structures with the same formula, charge and spin, the calculation gives 523.5 kJ/mol. The calculation puts the orbital gap at 8.22 eV.

2.
Density functional theory data (ωB97M-V/def2-TZVPD) for 2 unconnected molecules or ions with the total composition C4H8N4 at a distorted geometry.

Structure (ORCA input):
```
! wB97M-V def2-TZVPD RIJCOSX def2/J DEFGRID3
* xyz 0 1
C 0.1933 0.5165 -0.0983
C -1.0447 1.2662 -0.3896
C -2.1623 0.3154 -0.3091
C -1.6073 -0.8108 0.0577
H 3.4808 0.1506 -0.5419
H 2.1286 -0.9819 -0.8807
H -0.7853 1.8578 -1.4059
H -1.0344 1.9310 0.4473
H -3.2539 0.3299 -0.9454
H -2.0464 -1.7856 0.2930
H 1.7959 -0.6287 1.2087
H 0.0752 -0.8147 1.9417
N 2.5190 -0.1099 -0.3323
N 1.4178 0.8518 -0.2537
N -0.2059 -0.7190 0.1054
N 0.5296 -1.3686 1.1030
*
```

The total energy comes out at -10231.3009 eV. The calculation puts the HOMO energy at -7.72 eV. For the energy above the lowest of the compared OMol25 structures with the same formula, charge and spin, the calculation gives 669.7 kJ/mol. The calculation puts the orbital gap at 8.60 eV.

3.
Density functional theory data (ωB97M-V/def2-TZVPD) for C4H8N4 in the gas phase at a distorted geometry.

Structure (ORCA input):
```
! wB97M-V def2-TZVPD RIJCOSX def2/J DEFGRID3
* xyz 0 1
N 1.0901 -3.3039 -0.3347
N -0.1692 -2.7322 -0.7892
C -0.3000 -1.4377 -0.4930
N -1.3922 -0.6827 -0.8753
C -1.0991 0.5571 -0.5543
N 0.1777 0.8527 0.2970
C 0.3837 2.2965 0.2342
C -0.1733 1.7924 1.4053
H 1.2292 -4.0831 -1.0588
H 1.9050 -2.7117 -0.7567
H 0.3367 -0.9643 0.1315
H -1.9331 1.2040 -0.9938
H 1.3822 2.6934 0.2925
H -0.3191 2.5884 -0.6484
H -1.2812 1.9379 1.6909
H 0.1629 1.9933 2.4530
*
```

The total energy comes out at -10232.1909 eV. Its structure (SMILES) is N/N=C/N=C\N1CC1. The calculation puts the HOMO energy at -8.68 eV. For the energy above the lowest of the compared OMol25 structures with the same formula, charge and spin, the calculation gives 583.9 kJ/mol. The calculation puts the orbital gap at 9.03 eV.

4.
Density functional theory data (ωB97M-V/def2-TZVPD) for 2 unconnected molecules or ions with the total composition C4H8N4 at a distorted geometry.

Structure (ORCA input):
```
! wB97M-V def2-TZVPD RIJCOSX def2/J DEFGRID3
* xyz 0 1
C -0.6252 2.0324 0.4182
C -0.6229 1.7538 -0.8805
C 0.3039 0.0689 0.1757
C 0.0596 -0.2400 -2.3005
N -0.0642 0.9895 1.1237
N 0.0145 0.5007 -1.0301
N 0.6388 -2.0709 2.6584
N 0.0404 -2.3083 1.6090
H -0.7888 2.9836 0.9603
H -1.2129 2.3614 -1.6125
H 0.5245 0.4672 -2.9549
H 0.6696 -1.0791 -2.2889
H -0.8872 -0.6080 -2.6317
H 1.4219 -2.6032 3.1564
H 0.3852 -1.2507 3.2593
H 0.1428 -0.9974 0.3379
*
```

The total energy comes out at -10234.0737 eV. The calculation puts the HOMO energy at -8.25 eV. For the energy above the lowest of the compared OMol25 structures with the same formula, charge and spin, the calculation gives 402.2 kJ/mol. The calculation puts the orbital gap at 9.21 eV.